# 1
DFT (ωB97M-V/def2-TZVPD) results for a cluster of 2 separate species, C5H14N2O in total.

Last column: Mulliken charge in e.
Geometry (Å):
C 0.8280 -0.9301 1.6885  -1.237
C -0.2335 -0.9890 0.6240  1.039
C -0.1053 -2.0577 -0.4266  -1.210
N -1.3704 -0.3279 0.8988  -0.483
N -2.4752 -0.7444 0.1348  -0.583
H 0.7188 -0.0285 2.2931  0.326
H 0.7124 -1.8012 2.3397  0.373
H 1.8212 -0.9403 1.2374  0.313
H -0.5262 -1.7181 -1.3723  0.338
H -0.6570 -2.9381 -0.0850  0.373
H 0.9426 -2.3220 -0.5752  0.367
H -2.3999 -0.3616 -0.8090  0.201
H -3.2991 -0.3339 0.5676  0.274
C 0.9489 2.3392 -0.1645  -1.375
C 0.6688 1.0083 -0.8262  0.251
O 0.0680 1.1035 -2.1125  -0.546
H 1.4605 2.1865 0.7898  0.337
H 0.0176 2.8774 0.0442  0.347
H 1.5722 2.9825 -0.7991  0.434
H 1.5874 0.4201 -0.9167  0.163
H -0.3360 0.5654 -0.0755  0.000
H 0.0562 2.0098 -2.4553  0.299

Atomic forces in eV per Å
0.1 0.8 -0.6
-3.8 -0.5 2.3
0.0 0.6 0.1
2.3 -2.9 0.8
-0.3 0.1 -0.5
-0.1 -0.1 0.0
0.0 0.0 -0.2
0.1 -0.1 0.1
0.0 -0.1 0.0
-0.1 0.1 -0.1
-0.1 0.0 0.0
-0.1 -0.1 0.0
0.3 0.1 -0.2
0.2 0.3 -0.4
-3.2 0.3 1.8
-0.1 0.3 -0.8
0.0 0.0 -0.1
0.1 -0.1 0.0
0.1 0.0 0.1
-0.2 -0.3 0.2
4.5 1.7 -2.9
0.2 -0.3 0.3

Computed properties:
- Relative energy (zero: lowest compared OMol25 entry of this formula, charge and spin): 108.1 kcal per mole
- SMILES: CC(C)=NN.CCO
- E_tot: -383.52842 hartree
- HOMO energy: -7.69 eV


# 2
DFT (ωB97M-V/def2-TZVPD) results for a structure of composition C5H14N2O.

Last column: Mulliken charge in e.
Geometry (Å):
C -0.1060 0.4462 0.4688  0.003
C 0.6391 -0.7109 0.2083  0.263
C 0.0695 1.7572 -0.2234  -1.257
C 1.3837 -0.9636 -1.0639  -1.359
C 1.8828 0.1516 1.4780  -1.287
N -1.5805 -0.6871 -0.5757  -0.353
N -2.4805 0.2295 -1.0933  -0.497
O -2.1965 -1.3257 0.6421  -0.493
H -2.4380 -2.2103 0.3415  0.318
H -0.6733 0.4498 1.3956  0.560
H 0.3140 -1.5902 0.7521  0.416
H -2.8922 0.8245 -0.3701  0.204
H -3.2420 -0.2361 -1.5891  0.235
H -0.8577 1.9979 -0.7496  0.420
H 0.8587 1.7631 -0.9716  0.250
H 0.2574 2.5546 0.4945  0.348
H 0.6745 -1.3948 -1.7714  0.415
H 2.1973 -1.6703 -0.8981  0.363
H 1.7966 -0.0562 -1.4995  0.270
H 2.3501 -0.7710 1.8104  0.431
H 2.5598 0.7533 0.8810  0.327
H 1.4832 0.6885 2.3333  0.423

Atomic forces in eV per Å
-3.4 -1.0 -2.0
3.8 1.4 3.0
-0.1 -0.1 -0.1
-0.2 0.0 0.0
-0.3 -2.0 -1.4
0.0 1.4 1.1
-0.3 0.0 -0.1
0.1 0.3 -0.3
0.1 0.1 -0.1
0.1 0.0 -0.1
-0.1 0.1 -0.1
0.0 -0.2 -0.1
0.1 0.1 0.1
-0.1 0.0 0.1
0.1 -0.1 0.1
0.0 0.0 0.1
0.1 0.0 -0.1
0.0 0.0 0.0
0.0 0.0 0.0
0.3 0.2 0.2
0.0 0.0 0.0
-0.4 0.0 -0.2

Computed properties:
- Relative energy (zero: lowest compared OMol25 entry of this formula, charge and spin): 167.9 kcal per mole
- E_tot: -383.43320 hartree
- HOMO energy (alpha / beta): -7.29 / -7.29 eV


# 3
DFT (ωB97M-V/def2-TZVPD) results for a structure of composition C5H14N2O.

Last column: Mulliken charge in e.
Geometry (Å):
C 2.1857 -0.9444 0.8441  -0.129
C 1.6940 -1.5058 -1.4299  -0.524
O 2.6069 -1.4154 -0.3078  -0.242
H 1.0819 -0.8713 0.8785  0.014
H 2.1311 0.9371 0.6290  -0.138
H 2.5923 0.3330 1.0855  0.270
H 0.6889 -1.7610 -1.0931  0.289
H 2.0888 -2.2621 -2.1055  0.291
H 1.6727 -0.5324 -1.9263  0.211
C -0.9708 1.5017 -1.2539  -1.358
C -1.1533 1.3270 1.3149  -1.469
C -1.2284 0.6636 -0.0367  1.079
N -1.6246 -1.3836 0.9111  -0.444
N -1.4748 -0.5788 -0.2085  -0.378
H -2.0619 -0.9459 1.7180  0.188
H -2.1203 -2.2223 0.6478  0.244
H 0.0341 1.9346 -1.2112  0.257
H -1.0611 0.9007 -2.1576  0.348
H -0.8635 2.3726 1.2253  0.321
H -0.4224 0.8230 1.9544  0.375
H -2.1190 1.2931 1.8331  0.418
H -1.6764 2.3366 -1.3112  0.377

Atomic forces in eV per Å
0.0 -0.1 -0.2
0.1 0.1 0.2
-0.2 0.0 -0.2
0.0 0.0 -0.1
0.1 -0.4 0.1
-0.1 0.4 -0.1
0.1 0.0 0.0
0.0 0.0 0.1
0.0 0.0 0.0
0.0 0.0 0.0
0.0 -0.1 0.0
0.0 -0.3 0.1
0.0 0.1 0.0
0.0 0.3 0.0
0.0 0.0 -0.1
0.0 0.1 0.0
0.0 0.0 0.0
0.0 0.0 0.0
0.0 0.0 0.0
0.0 0.0 0.0
0.0 0.0 0.0
0.0 -0.1 0.0

Computed properties:
- Relative energy (zero: lowest compared OMol25 entry of this formula, charge and spin): 156.8 kcal per mole
- E_tot: -383.45088 hartree
- HOMO energy: -8.22 eV


# 4
DFT (ωB97M-V/def2-TZVPD) results for the molecule C5H14N2O.

Last column: Mulliken charge in e.
Geometry (Å):
C 0.1041 -2.2059 1.1839  -1.350
C 0.4430 -0.7736 0.7251  0.679
C 1.9083 -0.5432 0.4191  -0.633
O 2.4760 0.3780 1.3389  -0.515
N -0.5174 -0.3767 -0.2996  -0.336
C -0.2571 0.8372 -1.0120  -0.601
C -1.5125 1.5262 -1.5313  -0.816
N -2.3816 2.1512 -0.5663  -0.607
H -0.7815 -2.5580 0.6795  0.370
H -0.1194 -2.2890 2.2530  0.289
H 0.8698 -2.9512 1.0013  0.344
H 0.1943 -0.1567 1.5822  0.101
H 2.5288 -1.4475 0.3294  0.400
H 2.0535 -0.0938 -0.5712  0.198
H 3.1356 -0.0491 1.9027  0.292
H -0.7704 -1.1174 -0.9446  0.243
H 0.4418 0.7288 -1.8452  0.303
H 0.2426 1.5842 -0.3790  0.420
H -1.2733 2.1819 -2.3587  0.405
H -2.1433 0.7717 -2.0449  0.327
H -2.7252 1.5359 0.1532  0.249
H -1.9162 2.8672 -0.0156  0.239

Atomic forces in eV per Å
0.0 -0.2 0.3
-0.9 -0.8 0.5
1.1 0.2 -0.9
0.5 0.0 0.6
-0.3 -0.2 -0.1
0.4 1.3 -0.2
-0.9 -1.6 -0.5
-0.1 1.0 0.6
-0.4 -0.1 -0.2
0.1 0.3 -0.1
0.4 0.1 -0.2
0.3 0.5 0.1
-0.4 -0.1 0.5
-0.4 0.1 0.1
-0.3 0.1 -0.3
0.2 0.0 0.2
0.1 -0.2 -0.3
0.0 -0.3 0.3
0.2 0.7 0.1
0.3 0.0 0.2
0.0 -0.7 -0.2
0.2 0.2 -0.4

Computed properties:
- Relative energy (zero: lowest compared OMol25 entry of this formula, charge and spin): 51.9 kcal per mole
- SMILES: C[C@@H](CO)NCCN
- E_tot: -383.61798 hartree
- HOMO energy: -8.57 eV


# 5
DFT (ωB97M-V/def2-TZVPD) results for a structure of composition C5H14N2O.

Last column: Mulliken charge in e.
Geometry (Å):
C 0.0144 -1.0991 0.1185  0.503
C -1.6257 0.3038 -0.9923  -0.433
C 1.1737 -0.3516 -0.4949  -0.812
C 1.0299 1.1570 -0.5689  -0.346
C 1.2512 1.9376 0.7162  -1.328
N -0.2511 -2.3728 -0.3171  -0.511
N -0.3267 -0.8628 1.4330  -0.513
O -2.5435 0.3241 0.0959  -0.538
H -2.0598 0.0404 0.8876  0.415
H -0.5389 -1.6609 2.0209  0.181
H -0.9381 -2.9094 0.1945  0.203
H -0.1941 -2.5018 -1.3176  0.250
H 0.2073 -0.1432 1.8977  0.181
H -1.9245 1.1079 -1.6739  0.366
H -1.7864 -0.5900 -1.6162  0.174
H 2.0465 -0.6467 0.1067  0.356
H 1.3270 -0.7457 -1.5029  0.384
H 1.6607 1.5449 -1.3706  0.401
H -0.4207 0.9633 -0.8043  0.076
H 2.1610 1.6586 1.2718  0.289
H 1.3264 3.0051 0.4961  0.362
H 0.4115 1.8412 1.4198  0.337

Atomic forces in eV per Å
0.0 -0.1 0.0
-0.7 -0.5 0.2
0.1 0.4 0.0
-1.0 -0.4 0.0
0.0 -0.1 0.2
0.2 0.6 0.1
0.1 0.0 -0.2
0.0 0.0 0.0
-0.1 0.0 -0.2
0.0 0.2 -0.1
0.0 0.1 -0.4
-0.2 -0.2 0.2
-0.1 0.0 -0.1
0.1 0.3 0.2
0.2 -0.2 0.1
-0.1 -0.1 0.0
0.0 0.0 0.1
-0.2 0.0 0.0
1.6 0.0 0.0
0.0 0.0 -0.1
0.0 -0.1 0.0
0.0 0.0 -0.1

Computed properties:
- Relative energy (zero: lowest compared OMol25 entry of this formula, charge and spin): 126.3 kcal per mole
- E_tot: -383.49941 hartree
- HOMO energy (alpha / beta): -6.16 / -6.16 eV


# 6
DFT (ωB97M-V/def2-TZVPD) results for a cluster of 2 separate species, C5H14N2O in total.

Last column: Mulliken charge in e.
Geometry (Å):
C -2.4858 -1.3061 -1.0519  -1.218
C -2.7862 -0.0853 -0.1948  -0.220
C -1.2998 0.8209 1.3659  -0.252
N -1.5015 0.5810 0.1425  -0.369
H -1.8264 -1.0812 -1.8863  0.322
H -2.0207 -2.0810 -0.4418  0.288
H -3.4311 -1.6893 -1.4351  0.370
H -3.4273 0.6135 -0.7302  0.283
H -3.2589 -0.3529 0.7525  0.363
H -0.3442 1.1179 1.7758  0.179
H -2.1361 0.6852 2.0582  0.247
H -0.0105 -0.1243 -0.8104  0.388
C 1.9696 -0.1597 -0.8923  -0.530
O 0.7299 -0.7511 -1.0377  -0.372
C 2.1638 0.4324 0.5421  -0.321
N 3.5545 0.5892 0.7588  -0.222
H 2.6700 -0.9900 -0.9520  0.414
H 2.1330 0.6463 -1.6132  0.348
H 1.6066 1.3817 0.5943  0.306
H 1.7981 -0.2559 1.3080  0.378
H 4.0641 1.1207 0.0536  0.299
H 3.8391 0.8881 1.6939  0.320

Atomic forces in eV per Å
-0.4 -0.1 0.4
0.7 0.5 0.0
-1.1 -0.3 -0.1
0.6 -0.5 0.0
-0.1 0.1 -0.1
0.0 -0.1 -0.1
0.1 -0.1 -0.1
0.1 0.1 0.0
-0.3 -0.1 -0.2
0.1 0.4 -0.2
0.3 0.0 0.4
-0.1 0.0 -0.1
-0.8 -0.8 -0.4
0.1 0.5 0.5
0.9 -0.8 0.6
-1.0 2.0 0.2
0.3 0.3 -0.4
0.3 0.0 0.0
0.1 0.1 -0.2
-0.3 0.2 0.1
0.1 -0.4 -0.2
0.2 -0.9 0.1

Computed properties:
- Relative energy (zero: lowest compared OMol25 entry of this formula, charge and spin): 59.3 kcal per mole
- E_tot: -383.28106 hartree
- HOMO energy (alpha / beta): -13.68 / -13.65 eV
- Spin multiplicity: 2
- Net charge: +1